No. 1
{"formula": "C12H9N5O2S2Sn", "method": "ωB97M-V/def2-TZVPD", "max_force_ev_per_a": 3.001, "e_lumo_ev": -0.2, "gap_ev": 8.3857, "charge": 0, "homo_energy_ev": -8.57, "spin_multiplicity": 1, "symbols": ["H", "N", "Sn", "C", "H", "C", "H", "H", "H", "C", "H", "N", "O", "C", "C", "O", "C", "H", "N", "C", "H", "C", "H", "N", "N", "C", "S", "C", "C", "S", "C"], "positions_angstrom": [[-5.123, 0.568, -1.022], [-0.606, -0.697, 0.280], [1.822, -2.141, -0.885], [-4.071, 0.865, -2.856], [3.492, -1.152, 4.345], [-3.114, -0.167, -0.952], [3.728, 0.045, 3.032], [-2.707, 1.059, -4.638], [-4.952, 1.448, -3.253], [1.148, -0.836, 1.769], [-0.805, -0.187, -4.559], [3.435, 2.430, 2.324], [-0.137, -2.036, -1.562], [1.771, 0.151, 4.136], [2.831, 0.850, -0.594], [-0.719, -0.490, -3.640], [-0.866, -1.116, -0.931], [2.053, 1.119, 4.545], [0.589, -1.282, 0.721], [3.463, 2.128, 1.209], [1.217, -0.451, 4.862], [-1.881, -0.194, -3.043], [-3.071, -0.371, 0.131], [3.486, 1.843, -0.124], [2.191, 0.000, -1.155], [-4.203, 0.455, -1.582], [0.508, 0.455, 2.772], [-2.873, 0.639, -3.628], [-2.043, -0.536, -1.680], [2.456, -1.807, 2.389], [2.978, -0.594, 3.590]], "lowdin_charge": [0.1040, 0.0863, 1.1795, -0.0981, 0.0675, -0.0345, 0.0710, 0.1133, 0.1222, -0.9663, 0.1230, 0.1200, -0.3041, -0.4516, -0.3300, 0.0701, -0.4069, 0.0717, -0.2918, -0.3502, 0.0723, -0.2653, 0.1264, 0.0856, -0.0190, -0.1107, 0.9489, 0.0089, -0.1010, 0.8851, -0.5264]}


No. 2
{"formula": "C12H9N6O2PdS", "method": "ωB97M-V/def2-TZVPD", "max_force_ev_per_a": 2.146, "e_lumo_ev": [2.8, 0.7], "gap_ev": [7.6019, 5.6252], "charge": -1, "homo_energy_ev": [-4.85, -4.92], "s2": 2.011, "spin_multiplicity": 3, "e_above_lowest_kcal_mol": 21.0, "symbols": ["C", "H", "H", "H", "H", "H", "C", "N", "C", "O", "H", "C", "N", "C", "C", "N", "Pd", "N", "N", "S", "C", "H", "N", "H", "C", "C", "C", "H", "O", "C", "C"], "positions_angstrom": [[0.712, 2.810, -1.129], [-0.521, 4.191, -2.200], [1.783, -2.262, 3.887], [3.504, 3.948, -3.635], [1.224, 4.916, -3.782], [3.099, -2.232, 2.796], [-4.557, 1.207, 0.597], [2.287, -0.391, 1.412], [2.021, 2.195, -1.114], [-0.210, 2.603, -0.287], [3.474, 0.898, -0.222], [2.731, 3.618, -2.957], [2.351, -1.734, 3.248], [-2.700, -0.427, 0.771], [0.474, 3.772, -2.162], [-2.361, -1.641, 1.355], [-0.453, 0.764, 0.989], [1.672, 0.537, 0.645], [-5.194, 2.021, 0.086], [0.131, -0.341, 3.097], [2.415, 1.175, -0.206], [-1.411, -1.948, 1.169], [-5.005, -0.709, 3.374], [-2.695, -1.806, 2.293], [1.446, 4.170, -3.031], [2.990, 2.645, -2.030], [1.678, -0.829, 2.469], [3.973, 2.195, -1.990], [-2.061, -0.047, -0.248], [-3.890, 0.180, 1.263], [-4.511, -0.308, 2.410]], "lowdin_charge": [-0.3793, 0.1101, 0.0570, 0.0854, 0.0958, 0.0810, -0.2444, -0.0466, -0.1547, -0.1255, 0.1214, -0.1291, 0.0284, -0.5944, -0.0245, 0.1107, 0.8685, -0.1252, 0.1222, 0.5494, -0.0796, 0.0723, 0.1214, 0.0733, -0.1069, -0.0786, -0.9036, 0.1003, -0.1059, -0.2308, -0.2682]}


No. 3
{"formula": "C12H9NO2S", "method": "ωB97M-V/def2-TZVPD", "max_force_ev_per_a": 4.398, "e_lumo_ev": 0.3, "gap_ev": 8.3450, "smiles": "O=c1cc2n(cc1O)-c1ccccc1SC2", "charge": 0, "homo_energy_ev": -8.08, "spin_multiplicity": 1, "e_above_lowest_kcal_mol": 0.0, "symbols": ["O", "C", "C", "C", "H", "C", "H", "H", "O", "C", "C", "H", "C", "H", "C", "C", "H", "C", "C", "N", "H", "C", "H", "H", "S"], "positions_angstrom": [[0.450, -0.340, -4.173], [-2.150, 0.234, 0.339], [-0.834, -0.122, 0.458], [0.845, -0.110, -2.895], [1.328, 1.038, 1.919], [2.231, 0.393, -2.484], [-4.059, 0.691, 1.315], [-2.450, 0.626, -0.633], [3.146, 0.599, -3.306], [1.870, 0.291, 1.357], [-1.360, -0.855, 2.768], [3.320, 0.992, -0.665], [-0.088, -0.359, -1.913], [1.160, -0.158, -4.789], [-3.074, 0.183, 1.402], [1.458, 0.318, -0.143], [-3.197, -0.350, 3.585], [-2.637, -0.290, 2.621], [2.419, 0.681, -1.039], [0.169, -0.052, -0.555], [-1.148, -0.565, -2.174], [-0.447, -0.702, 1.745], [-1.050, -1.380, 3.695], [2.915, 0.493, 1.532], [1.183, -1.255, 2.034]], "lowdin_charge": [0.0634, -0.0317, -0.1872, -0.2085, 0.0771, -0.3141, 0.1189, 0.1145, 0.0123, -0.3557, -0.1169, 0.0859, 0.0487, 0.1066, -0.0754, -0.2263, 0.1185, -0.0980, 0.0546, -0.0060, 0.1451, -0.4879, 0.1150, 0.0851, 0.9620]}


What is the formula in the third record? C12H9NO2S